No. 1
C3H12N3O | the ωB97M-V functional and the def2-TZVPD basis

The geometry in XYZ format:
```
19
Properties=species:S:1:pos:R:3:forces:R:3:lowdin_charge:R:1
C 0.00171 -1.97197 -0.56795 -0.018 -0.547 -0.651 -0.275
N 0.02061 -2.41094 -1.97792 2.110 -0.419 0.676 0.011
C 1.24770 -1.15279 -0.26105 -1.892 1.919 -1.111 -0.158
N 1.18209 -0.62100 1.13933 0.418 1.486 -0.867 0.173
H -0.11011 -2.77801 0.17573 0.187 -0.046 -0.121 0.122
H -0.84774 -1.34325 -0.43609 -0.872 0.532 0.052 0.100
H 0.74402 -3.15059 -2.14838 -0.835 1.024 0.332 0.103
H -0.83250 -2.81551 -2.28552 -0.928 -0.163 0.002 0.061
H 1.32240 -0.27796 -0.98802 0.099 -1.213 1.023 0.162
H 2.04712 -1.79717 -0.33554 2.193 -1.033 -0.208 0.098
H 2.09570 -0.22357 1.41666 -0.490 -0.354 -0.053 0.178
H 0.48214 0.20566 1.18355 0.129 -0.906 0.376 0.111
H 0.96227 -1.39132 1.74682 -0.356 -0.109 0.715 0.153
C -0.82908 2.51007 0.80810 -0.281 -0.081 -0.028 -0.352
N -1.23062 2.57358 -0.46599 0.036 -1.444 0.012 0.156
O -0.57772 1.48150 1.43562 0.287 -0.325 -0.455 -0.038
H -0.77400 3.46805 1.31319 0.117 0.420 0.061 0.140
H -1.44259 1.68210 -0.95899 0.285 1.311 0.386 0.140
H -1.35144 3.46624 -0.91099 -0.188 -0.053 -0.141 0.115
```
Positions in Å, forces in eV/Å.

Calculated values
Kohn-Sham gap = 0.380 Ha
Total charge = +1
2S+1 = 1
HOMO level = -0.4891 Eh

***

No. 2
C3H12N4 | the ωB97M-V functional and the def2-TZVPD basis

The geometry in XYZ format:
```
19
Properties=species:S:1:pos:R:3:forces:R:3:lowdin_charge:R:1
C -1.61131 -0.58530 1.18707 -0.075 0.163 -0.022 -0.109
N -0.98351 -0.00312 0.01889 0.032 -0.136 -0.152 -0.289
N -1.98124 0.31449 -0.93426 -0.145 0.049 -0.203 0.018
C 0.13967 -0.79645 -0.49065 0.256 0.018 -0.002 -0.228
N 1.42764 -0.19977 -0.21117 0.142 -0.101 -0.080 -0.287
C 1.56266 1.13687 -0.76856 0.029 -0.097 0.148 -0.109
N 1.69461 -0.25295 1.18121 0.013 0.072 0.140 0.023
H -2.10204 -1.54418 0.96306 -0.010 -0.048 0.036 0.079
H -2.36029 0.11472 1.55157 -0.016 -0.060 0.078 0.077
H -0.85321 -0.74483 1.94955 -0.008 -0.090 0.063 0.066
H -1.59705 0.97573 -1.60180 -0.071 -0.108 0.098 0.071
H -2.30264 -0.51428 -1.44510 0.163 0.115 0.068 0.077
H 0.15608 -1.79905 -0.04806 -0.064 0.072 -0.033 0.118
H 0.06467 -0.89230 -1.58034 -0.136 0.075 0.149 0.117
H 0.83401 1.84252 -0.34633 0.018 0.007 0.000 0.075
H 2.57117 1.49937 -0.56670 -0.029 0.026 -0.045 0.075
H 1.42500 1.08151 -1.84688 -0.009 0.058 -0.109 0.076
H 1.21971 0.50722 1.67638 0.103 0.001 -0.129 0.073
H 2.69609 -0.14019 1.31211 -0.192 -0.016 -0.005 0.076
```
Positions in Å, forces in eV/Å.

Calculated values
Kohn-Sham gap = 0.355 Ha
Structure (SMILES) = CN(N)CN(C)N
2S+1 = 1
HOMO level = -0.3167 Eh

***

No. 3
C3H12N4 | the ωB97M-V functional and the def2-TZVPD basis

The geometry in XYZ format:
```
19
Properties=species:S:1:pos:R:3:forces:R:3:lowdin_charge:R:1
C 0.74173 0.64556 1.35468 -1.406 3.558 -1.137 -0.044
C 0.26291 2.07084 1.89065 0.510 -1.006 1.827 -0.071
C -0.37975 0.30384 0.50852 -3.119 0.147 -0.093 -0.018
N -1.30800 1.19720 0.50324 0.956 0.376 1.815 0.114
N 0.30506 -1.35258 -1.80944 -0.118 -1.835 0.929 0.075
N -0.99871 2.31857 1.18387 1.449 0.782 0.885 0.024
N 0.16850 -2.76082 -2.28509 -4.114 2.233 -0.088 0.196
H 1.55891 0.58717 0.70528 1.970 0.533 -0.582 0.115
H 0.89246 0.05988 2.15770 0.482 -2.580 2.519 0.097
H 0.23179 2.10399 3.07693 -0.531 -0.440 -2.448 0.181
H 0.81596 2.92377 1.65180 1.754 0.842 -0.482 0.102
H -0.65479 -0.51370 -0.10128 0.419 -0.910 -0.266 0.100
H -2.19751 1.20559 0.07225 -1.024 -0.417 -0.969 0.193
H 0.98277 -1.43231 -1.06080 0.069 -0.035 0.271 0.100
H 0.74549 -0.70678 -2.45209 -0.073 -0.520 -1.185 0.128
H -1.57953 2.79228 1.84644 -1.817 -0.260 -0.373 0.163
H 0.67466 -2.91520 -3.08732 0.914 0.025 -3.612 0.140
H -0.88967 -3.09355 -2.38680 2.589 1.157 0.065 0.263
H 0.62774 -3.43375 -1.76855 1.091 -1.652 2.923 0.144
```
Positions in Å, forces in eV/Å.

Calculated values
Kohn-Sham gap = 0.346 Ha
Total charge = +2
2S+1 = 1
HOMO level = -0.6200 Eh

***

No. 4
C3H12N4O | the ωB97M-V functional and the def2-TZVPD basis

The geometry in XYZ format:
```
20
Properties=species:S:1:pos:R:3:forces:R:3:lowdin_charge:R:1
C -1.92630 0.69260 0.90640 -0.053 -0.070 -0.410 -0.021
C 0.45703 1.11599 0.73209 -0.177 -0.535 -0.204 -0.058
N -2.35130 0.69621 -0.32927 0.255 0.105 0.270 0.096
H -2.65670 1.56913 -0.73808 -0.001 -0.059 0.088 0.117
H -1.80955 -0.00125 -0.92790 0.024 -0.042 0.064 0.069
H -1.59220 -0.24625 1.33091 0.046 0.016 -0.041 0.066
H -2.17282 1.52350 1.55481 0.026 0.006 -0.041 0.096
H 0.79177 1.61133 -0.17838 0.065 0.019 0.006 0.019
H -0.11061 1.85617 1.30093 -0.029 0.015 0.015 -0.004
H 1.28857 0.80112 1.35669 0.043 0.044 -0.016 0.019
N 1.76604 -0.79716 -0.49141 -0.142 0.111 0.012 -0.096
C 0.34076 -0.75248 -0.20179 -0.012 0.313 0.030 -0.666
N 2.15589 -0.22427 -1.73175 -0.141 -0.078 0.129 0.000
N -0.00001 -1.62073 0.89388 0.043 0.082 -0.057 0.070
O -0.46882 -0.72803 -1.18439 0.094 -0.001 0.163 -0.111
H 2.05642 -1.76919 -0.48909 -0.061 0.052 0.000 0.105
H 2.42557 0.73661 -1.55868 -0.044 -0.044 0.004 0.058
H 1.35086 -0.22402 -2.35729 0.020 0.003 0.083 0.063
H 0.75059 -1.71326 1.56712 0.009 0.006 -0.074 0.084
H -0.29520 -2.52601 0.54521 0.035 0.057 -0.022 0.091
```
Positions in Å, forces in eV/Å.

Calculated values
Kohn-Sham gap = 0.302 Ha
2S+1 = 1
HOMO level = -0.2825 Eh

***

No. 5
C3H12N4O | the ωB97M-V functional and the def2-TZVPD basis

The geometry in XYZ format:
```
20
Properties=species:S:1:pos:R:3:forces:R:3:lowdin_charge:R:1
C 1.67354 -0.42495 -0.76249 -0.112 0.019 0.046 -0.043
C 0.85902 -0.25496 1.58196 -0.080 -0.093 -0.077 -0.045
N 0.62373 -0.72457 0.21410 -0.309 0.142 -0.085 -0.139
C -0.64759 -0.84354 -0.19519 0.177 -0.193 0.045 -0.473
N -1.58050 -1.34746 0.67181 0.178 0.202 -0.118 0.171
N -0.94567 -0.75355 -1.52415 0.023 0.004 0.135 0.095
H -2.51117 -0.98484 0.53463 0.045 -0.015 -0.056 0.111
H -1.32391 -1.39789 1.64432 0.056 0.034 -0.047 0.088
H -1.84388 -1.16135 -1.74893 0.015 0.028 0.075 0.091
H 1.89602 0.05589 1.67055 -0.017 -0.014 -0.040 0.090
H 2.62005 -0.79923 -0.37179 -0.055 0.010 0.013 0.087
H 1.73449 0.65222 -0.92359 0.002 -0.034 0.003 0.079
H 1.44740 -0.92648 -1.69899 -0.007 0.008 0.035 0.081
H 0.68575 -1.04574 2.31694 0.003 0.028 -0.041 0.082
H 0.21925 0.61148 1.77202 0.003 -0.020 -0.013 0.085
N -0.95537 1.57989 -0.46042 0.198 0.171 0.188 -0.183
O 0.26473 2.35123 -0.08735 -0.244 -0.098 -0.158 -0.270
H 0.43145 2.91777 -0.85059 -0.057 -0.063 0.102 0.041
H -1.70673 2.18652 -0.11821 0.124 -0.016 -0.064 -0.021
H -0.94059 0.30958 -1.66463 0.058 -0.100 0.058 0.073
```
Positions in Å, forces in eV/Å.

Calculated values
Kohn-Sham gap = 0.272 Ha
2S+1 = 1
HOMO level = -0.2416 Eh

***

No. 6
C3H12N6 | the ωB97M-V functional and the def2-TZVPD basis

The geometry in XYZ format:
```
21
Properties=species:S:1:pos:R:3:forces:R:3:mulliken_spin:R:1
C -0.20229 1.24151 -0.41021 9.630 -2.908 -3.526 0.887
C 0.44113 -0.40086 0.36885 1.530 1.224 -2.396 -0.011
C -1.49419 0.26217 1.26176 -1.982 -0.597 0.086 -0.011
N -1.30077 1.31655 0.22985 -7.219 1.420 2.040 0.487
N -0.47797 -0.65358 1.17890 0.337 -1.084 -0.557 0.013
N 0.37818 2.07977 -1.49360 -0.970 1.412 3.193 0.009
N 1.53378 -0.96843 -0.03839 -0.887 0.516 0.494 -0.007
N -2.15023 2.30213 0.00179 -0.702 0.141 2.787 0.510
N 1.55472 -3.55085 0.12613 -0.044 -1.605 1.099 -0.001
H -1.33527 0.78366 2.14823 -0.491 1.202 2.091 0.017
H -2.53986 -0.15891 1.21112 0.954 0.408 -0.122 0.018
H -0.28650 2.42477 -2.17525 -0.106 -0.515 -1.192 0.017
H 0.80452 2.99856 -1.12383 -0.106 -1.461 -0.403 0.038
H 2.08553 -0.66105 -0.82569 -0.272 0.470 0.191 -0.001
H 1.57116 -2.46789 0.17345 -0.181 0.456 -0.132 0.001
H -1.70656 3.20952 -0.11671 0.032 0.413 -0.659 0.022
H -2.78942 2.37843 0.82377 -0.292 -0.008 -1.007 0.000
H 1.12226 1.46402 -1.78298 0.493 0.111 -1.132 0.010
H 1.01236 -3.92650 0.99242 0.625 0.513 -2.431 0.000
H 2.53255 -3.84526 0.30814 -0.585 -0.044 -0.494 0.000
H 1.24690 -3.82775 -0.85774 0.236 -0.064 2.072 0.000
```
Positions in Å, forces in eV/Å.

Calculated values
⟨S²⟩ = 2.011
Kohn-Sham gap (alpha / beta) = 0.283 / 0.155 Ha
Total charge = +2
2S+1 = 3
HOMO level (alpha / beta) = -0.5466 / -0.5768 Eh

***

In eV Å⁻¹, the strongest force on any atom values for the records above are, in order, 2.91, 0.26, 4.68, 0.60, 0.35, 10.66.